No. 1
21
Properties=species:S:1:pos:R:3:nbo_charge:R:1 method="wB97M-V/def2-TZVPD" lumo_ev=-0.9435 gap_ev=9.2 multiplicity=1
N -3.515 17.509 17.004 -0.91
H -3.757 17.089 17.898 0.43
H -4.271 18.072 16.614 0.44
H -3.344 16.711 16.313 0.46
H -2.662 18.064 17.049 0.44
Cl -3.025 15.245 15.045 -0.84
O -5.056 13.686 17.027 -0.94
H -4.152 13.775 16.685 0.49
H -5.285 14.561 17.345 0.45
O -1.596 18.149 14.444 -0.95
H -2.110 17.325 14.514 0.49
H -0.957 18.104 15.161 0.45
O -1.532 15.709 11.966 -0.95
H -2.215 15.442 12.592 0.48
H -0.775 15.162 12.199 0.47
O -3.438 12.088 13.288 -0.94
H -3.641 12.976 13.604 0.48
H -3.046 11.644 14.046 0.46
O 0.002 13.689 14.953 -0.95
H -0.961 13.631 14.900 0.48
H 0.239 13.181 15.734 0.46

***

No. 2
24
Properties=species:S:1:pos:R:3:nbo_charge:R:1 method="wB97M-V/def2-TZVPD" lumo_ev=-0.7170 gap_ev=9.6 multiplicity=1
N -0.860 2.892 -0.054 -0.88
H -0.387 2.010 0.085 0.48
H -0.262 3.493 -0.603 0.44
H -0.975 3.221 0.894 0.45
H -1.687 2.650 -0.580 0.46
Cl 0.376 -0.107 -0.073 -0.90
O 2.185 0.396 -2.636 -0.96
H 1.415 0.033 -2.199 0.48
H 2.820 0.528 -1.932 0.47
O -2.739 -1.125 0.295 -0.96
H -2.822 -1.968 -0.150 0.46
H -1.852 -0.830 0.087 0.48
O -0.599 0.440 3.075 -0.97
H -1.257 -0.238 3.228 0.48
H -0.145 0.159 2.280 0.49
O 3.994 -1.038 0.410 -0.94
H 4.495 -0.343 0.837 0.46
H 3.088 -0.730 0.436 0.48
O 0.381 -2.944 1.441 -0.96
H 0.990 -3.504 0.959 0.47
H 0.384 -2.116 0.959 0.48
O -2.177 0.077 -2.376 -0.96
H -2.929 -0.511 -2.311 0.47
H -1.436 -0.446 -2.072 0.48

***

No. 3
32
Properties=species:S:1:pos:R:3:nbo_charge:R:1 method="wB97M-V/def2-TZVPD" lumo_ev=2.9742 gap_ev=10.8 total_charge=-1 multiplicity=1
Cl 0.963 -0.247 0.708 2.56
O 1.598 0.498 -0.346 -0.92
O 1.354 -1.631 0.601 -0.88
O 1.421 0.314 1.966 -0.87
O -0.449 -0.131 0.546 -0.86
O 1.322 1.042 -3.360 -0.98
H 0.826 1.799 -2.981 0.49
H 1.444 0.567 -2.529 0.49
O 1.790 3.364 1.564 -0.95
H 1.895 2.375 1.450 0.49
H 2.414 3.656 0.926 0.45
O -2.962 -0.189 -2.462 -0.97
H -2.228 -0.453 -1.878 0.49
H -2.561 -0.342 -3.386 0.47
O 2.576 -1.962 -1.948 -0.97
H 2.266 -1.603 -1.108 0.50
H 3.018 -1.268 -2.360 0.46
O -1.431 -2.176 2.109 -1.00
H -1.699 -1.330 1.710 0.52
H -0.741 -2.596 1.577 0.48
O -0.614 -1.150 4.486 -0.99
H 0.250 -0.834 4.218 0.49
H -0.884 -1.924 3.950 0.51
O -0.778 2.780 -1.287 -0.96
H -1.656 2.457 -1.557 0.48
H -0.401 2.005 -0.866 0.49
O -2.557 0.153 3.026 -0.99
H -1.794 -0.146 3.582 0.50
H -2.542 1.124 3.150 0.46
O -0.329 -1.406 -3.087 -0.99
H 0.364 -2.022 -2.816 0.49
H 0.127 -0.724 -3.600 0.49

***

No. 4
38
Properties=species:S:1:pos:R:3:nbo_charge:R:1 method="wB97M-V/def2-TZVPD" lumo_ev=2.3901 gap_ev=10.1 total_charge=-1 multiplicity=1
Cl 39.394 14.894 34.838 2.55
O 38.314 14.412 35.668 -0.88
O 40.189 13.752 34.416 -0.90
O 38.946 15.601 33.674 -0.86
O 40.245 15.754 35.645 -0.90
O 38.267 14.853 30.844 -0.96
H 38.849 15.334 30.248 0.47
H 38.422 15.253 31.710 0.49
O 43.384 14.630 35.828 -0.95
H 42.581 14.131 36.012 0.48
H 43.873 14.616 36.658 0.47
O 42.521 11.820 34.385 -0.95
H 42.359 11.530 35.288 0.46
H 41.947 12.590 34.281 0.49
O 39.068 12.083 31.949 -0.95
H 39.454 12.727 32.559 0.49
H 38.120 12.222 32.020 0.46
O 36.810 12.821 37.830 -0.95
H 36.927 13.763 37.658 0.49
H 36.806 12.743 38.790 0.47
O 38.865 15.763 38.483 -0.97
H 38.911 15.458 37.566 0.50
H 38.043 16.259 38.536 0.47
O 42.032 15.628 38.563 -0.95
H 41.211 15.478 38.077 0.49
H 41.845 15.302 39.448 0.46
O 43.086 17.042 34.383 -0.96
H 42.206 17.420 34.481 0.46
H 43.292 16.688 35.257 0.49
O 40.232 18.899 36.385 -0.94
H 40.078 18.153 35.789 0.48
H 39.496 19.498 36.232 0.46
O 38.832 11.066 36.395 -0.97
H 38.307 11.640 36.972 0.49
H 38.904 11.560 35.570 0.48
O 41.823 15.471 31.894 -0.95
H 42.725 15.147 31.976 0.47
H 41.655 15.895 32.743 0.48

***

What did we get for max |F|? Answer: 0.0158, 0.0401, 0.0485, 0.0338 Eh/bohr, in the order shown.
What did we get for HOMO energy? Answer: -0.374, -0.378, -0.288, -0.283 Eh, in the order shown.